## a
The following is a quantum chemistry calculation of 3 unconnected molecules or ions with the total composition C3H5NO2, from OMol25.

XYZ file:
```
11
Properties=species:S:1:pos:R:3:mulliken_charge:R:1
N 2.81 1.12 0.11 -0.11
C 1.69 0.79 -0.01 -0.20
O -0.96 1.92 0.51 -0.37
C -1.63 0.94 0.32 -0.07
C -0.44 -1.77 -0.40 -0.10
O 0.75 -1.89 -0.46 -0.37
H 3.76 1.40 0.19 0.30
H -2.03 0.67 -0.68 0.23
H -1.89 0.24 1.15 0.22
H -1.00 -1.92 0.55 0.23
H -1.06 -1.49 -1.28 0.24
```

Its HOMO energy is -0.3660 Eh. As for the LUMO energy: 0.43 eV. For the HOMO-LUMO gap, the calculation gives 10.394 eV.

## b
The following is a quantum chemistry calculation of a single C3H5NO2 molecule, from OMol25.

XYZ file:
```
11
Properties=species:S:1:pos:R:3:mulliken_charge:R:1
O -1.52 -1.27 -0.04 -0.62
C -0.69 -0.34 0.03 0.41
C -1.05 1.11 0.12 -0.39
C 0.54 1.32 -0.10 -0.60
N 0.65 -0.13 -0.21 0.15
O 1.71 -0.77 0.22 -0.43
H -1.58 1.47 -0.73 0.28
H -1.23 1.46 1.11 0.26
H 1.11 1.91 -0.94 0.24
H 1.04 1.45 0.87 0.30
H 1.74 -1.49 -0.54 0.39
```

Its HOMO energy is -0.3417 Eh. Its SMILES is O=C1CCN1O. As for the LUMO energy: 0.63 eV. For the HOMO-LUMO gap, the calculation gives 9.933 eV.

## c
The following is a quantum chemistry calculation of 2 unconnected molecules or ions with the total composition C3H5NO2, from OMol25.

XYZ file:
```
11
Properties=species:S:1:pos:R:3:mulliken_charge:R:1
H 2.10 0.42 0.82 0.26
N 1.47 -0.38 0.84 -0.73
C 0.34 -0.04 0.42 0.08
C -1.00 -0.74 0.29 -0.15
O -1.62 0.56 0.07 -0.31
C -0.43 1.23 0.05 0.82
O -0.22 2.39 -0.15 -0.52
H -1.20 -1.39 -0.57 0.24
H -1.29 -1.20 1.22 0.26
H 1.25 -0.55 -1.25 0.01
H 0.72 -0.38 -1.75 0.03
```

Its HOMO energy is -0.3877 Eh. Its SMILES is [H]/N=C1/COC1=O.[H][H]. As for the LUMO energy: -0.21 eV. For the HOMO-LUMO gap, the calculation gives 10.341 eV.

Which one is most stable, and which one is least stable? c is the most stable of them, while a is the least stable.

## a
The following is a quantum chemistry calculation of a molecular structure, CH4P2S3, from OMol25.

XYZ file:
```
10
Properties=species:S:1:pos:R:3:mulliken_charge:R:1
C -0.84 -0.55 0.59 -0.63
P 3.35 1.48 -0.10 -0.01
P 1.47 0.38 -0.74 0.11
S 4.23 -0.44 0.38 -0.09
S 2.37 -1.45 0.01 -0.08
S 0.23 0.88 0.93 -0.09
H -0.99 -1.00 1.61 0.29
H -0.20 -1.24 0.08 0.13
H -1.73 -0.35 -0.05 0.29
H 3.59 1.27 -1.93 0.09
```

Its HOMO energy is -0.3048 Eh. As for the LUMO energy: -0.72 eV. For the HOMO-LUMO gap, the calculation gives 7.576 eV.

## b
The following is a quantum chemistry calculation of a molecular structure, CH4P2S3, from OMol25.

XYZ file:
```
10
Properties=species:S:1:pos:R:3:mulliken_charge:R:1
C 0.35 0.90 0.77 -0.87
P -2.22 -2.49 0.02 0.09
P -2.62 0.13 0.53 0.26
S -4.28 0.76 -0.20 -0.23
S -0.27 -2.66 -0.22 -0.26
S -1.02 1.31 -0.38 -0.07
H 1.22 0.70 0.13 0.30
H 0.39 0.07 1.51 0.33
H 0.49 1.80 1.32 0.35
H -2.57 -2.34 -1.31 0.10
```

Its HOMO energy (spin up / spin down) is -0.3169 / -0.3168 Eh. As for the LUMO energy (spin up / spin down): -2.60 / -2.60 eV. For the HOMO-LUMO gap (spin up / spin down), the calculation gives 6.025 / 6.023 eV.

Which one is most stable, and which one is least stable? b is the most stable of them, while a is the least stable.

## a
The following is a quantum chemistry calculation of 2 unconnected molecules or ions with the total composition H4NS, from OMol25.

XYZ file:
```
6
Properties=species:S:1:pos:R:3:mulliken_charge:R:1
N 0.59 0.57 1.11 -0.69
H 0.22 -0.30 1.41 0.21
H 0.00 1.15 0.56 0.25
H 1.52 0.39 0.59 0.21
S -1.10 -0.25 -2.12 -0.93
H -1.24 -1.56 -1.55 -0.05
```

Its HOMO energy is -0.0897 Eh. As for the charge: -1. As for the LUMO energy: 4.73 eV. For the HOMO-LUMO gap, the calculation gives 7.173 eV.

## b
The following is a quantum chemistry calculation of 2 unconnected molecules or ions with the total composition H4NS, from OMol25.

XYZ file:
```
6
Properties=species:S:1:pos:R:3:mulliken_charge:R:1
N 2.50 0.53 -0.23 -0.69
H 2.61 -0.15 0.44 0.19
H 2.58 0.13 -1.07 0.20
H 1.64 0.93 0.00 0.27
S -1.40 -0.33 0.17 -0.88
H -1.90 0.65 -0.43 -0.10
```

Its HOMO energy is -0.0902 Eh. As for the charge: -1. As for the LUMO energy: 4.68 eV. For the HOMO-LUMO gap, the calculation gives 7.135 eV.

Which one is most stable, and which one is least stable? a is the most stable of them, while b is the least stable.

## a
The following is a quantum chemistry calculation of a single C3H5NO molecule, from OMol25.

XYZ file:
```
10
Properties=species:S:1:pos:R:3:mulliken_charge:R:1
C -0.94 0.92 0.23 -0.70
O -0.84 -0.18 -0.67 -0.34
C 0.44 -0.74 -0.82 -0.20
C 1.25 -0.76 0.42 0.22
N 1.94 -0.76 1.35 -0.36
H -1.93 1.35 0.09 0.24
H -0.19 1.70 0.04 0.32
H -0.85 0.57 1.27 0.29
H 1.04 -0.21 -1.58 0.25
H 0.32 -1.77 -1.15 0.27
```

Its HOMO energy is -0.3932 Eh. Its SMILES is COCC#N. As for the LUMO energy: 0.79 eV. For the HOMO-LUMO gap, the calculation gives 11.490 eV.

## b
The following is a quantum chemistry calculation of a single C3H5NO molecule, from OMol25.

XYZ file:
```
10
Properties=species:S:1:pos:R:3:mulliken_charge:R:1
O -0.71 -0.77 1.42 -0.52
C 0.50 -0.83 1.12 0.31
N 0.77 0.04 -0.10 -0.40
C -0.17 0.97 -0.18 -0.35
C -0.33 -0.16 -1.11 -0.44
H 1.43 -1.44 1.34 0.33
H -0.87 1.11 0.51 0.29
H 0.48 1.95 -0.20 0.21
H 0.06 -0.27 -2.08 0.27
H -1.16 -0.61 -0.72 0.31
```

Its HOMO energy is -0.3562 Eh. Its SMILES is O=CN1CC1. As for the LUMO energy: 0.48 eV. For the HOMO-LUMO gap, the calculation gives 10.172 eV.

Which one is most stable, and which one is least stable? a is the most stable of them, while b is the least stable.

## a
The following is a quantum chemistry calculation of a single C3H5NO molecule, from OMol25.

XYZ file:
```
10
Properties=species:S:1:pos:R:3:mulliken_charge:R:1
C 2.28 -0.15 0.05 -0.71
C 0.92 -0.27 -0.08 -0.04
N -0.08 0.76 -0.11 -0.26
C -1.43 0.38 0.03 0.16
O -1.75 -0.81 0.02 -0.52
H 2.78 -1.14 0.27 0.22
H 2.65 0.85 -0.11 0.29
H 0.49 -1.29 -0.15 0.28
H 0.21 1.71 0.38 0.29
H -2.20 1.28 0.11 0.28
```

Its HOMO energy is -0.3320 Eh. Its SMILES is C=CNC=O. As for the LUMO energy: 0.86 eV. For the HOMO-LUMO gap, the calculation gives 9.890 eV.

## b
The following is a quantum chemistry calculation of a single C3H5NO molecule, from OMol25.

XYZ file:
```
10
Properties=species:S:1:pos:R:3:mulliken_charge:R:1
C 0.90 -0.70 0.75 -0.70
O 0.47 -0.69 -0.60 -0.35
C -0.27 0.43 -0.96 -0.30
C -1.49 0.63 -0.13 0.29
N -2.42 0.80 0.54 -0.37
H 1.81 -1.30 0.79 0.25
H 0.13 -1.14 1.40 0.28
H 1.13 0.32 1.10 0.33
H -0.57 0.30 -2.00 0.28
H 0.33 1.35 -0.88 0.30
```

Its HOMO energy is -0.3993 Eh. Its SMILES is COCC#N. As for the LUMO energy: 0.81 eV. For the HOMO-LUMO gap, the calculation gives 11.680 eV.

## c
The following is a quantum chemistry calculation of 2 unconnected molecules or ions with the total composition C3H5NO, from OMol25.

XYZ file:
```
10
Properties=species:S:1:pos:R:3:mulliken_charge:R:1
C 3.16 -0.83 0.67 -0.26
N 2.76 0.00 -0.01 0.51
O 2.65 1.11 -0.44 -0.54
H 3.39 -1.94 0.67 0.28
C -0.99 -0.08 -0.20 -0.36
C -0.83 1.10 0.33 -0.43
H -0.08 -0.53 -0.64 0.15
H -1.86 -0.63 -0.08 0.27
H -1.55 1.79 0.85 0.22
H 0.15 1.44 0.42 0.16
```

Its HOMO energy is -0.3693 Eh. Its SMILES is C#[N+][O-].C=C. As for the LUMO energy: 0.51 eV. For the HOMO-LUMO gap, the calculation gives 10.554 eV.

## d
The following is a quantum chemistry calculation of a single C3H5NO molecule, from OMol25.

XYZ file:
```
10
Properties=species:S:1:pos:R:3:mulliken_charge:R:1
O -2.19 0.31 0.12 -0.74
C -0.99 0.11 0.40 0.25
C 0.00 -0.91 -0.42 -0.51
N 1.01 0.16 -0.33 -0.06
C 0.26 1.09 0.18 -0.25
H 0.32 -1.85 0.03 0.28
H -0.36 -1.03 -1.44 0.26
H 2.02 0.12 -0.42 0.22
H -0.68 -0.11 1.49 0.18
H 0.61 2.10 0.39 0.37
```

Its HOMO energy is -0.2878 Eh. As for the LUMO energy: 0.14 eV. For the HOMO-LUMO gap, the calculation gives 7.972 eV.

Which one is most stable, and which one is least stable? b is the most stable of them, while c is the least stable.

## a
The following is a quantum chemistry calculation of a single C3H5NO molecule, from OMol25.

XYZ file:
```
10
Properties=species:S:1:pos:R:3:mulliken_charge:R:1
O 2.04 0.24 0.21 -0.59
C 0.91 -0.02 -0.14 0.38
C -0.30 0.74 0.44 -0.28
C -1.49 -0.11 0.56 -0.50
N 0.56 -0.97 -1.05 -0.36
H 0.05 1.35 1.29 0.33
H -0.61 1.44 -0.36 0.27
H -2.04 0.18 1.48 0.18
H -0.41 -1.25 -1.07 0.31
H 1.28 -1.61 -1.36 0.25
```

Its HOMO energy is -0.3441 Eh. As for the LUMO energy: -0.83 eV. For the HOMO-LUMO gap, the calculation gives 8.530 eV.

## b
The following is a quantum chemistry calculation of a single C3H5NO molecule, from OMol25.

XYZ file:
```
10
Properties=species:S:1:pos:R:3:mulliken_charge:R:1
O 2.10 -0.57 0.28 -0.54
C 0.97 -0.23 0.06 0.50
C 0.14 1.03 0.31 -0.36
N -1.05 0.31 -0.21 -0.47
C -0.28 -0.92 -0.50 -0.36
H 0.11 1.35 1.36 0.26
H 0.46 1.87 -0.31 0.21
H -1.73 0.16 0.52 0.28
H -0.56 -1.84 0.04 0.26
H -0.17 -1.15 -1.56 0.21
```

Its HOMO energy is -0.3565 Eh. Its SMILES is O=C1CNC1. As for the LUMO energy: 0.94 eV. For the HOMO-LUMO gap, the calculation gives 10.646 eV.

Which one is most stable, and which one is least stable? b is the most stable of them, while a is the least stable.